Molecular formula: BF4H20O10
Method: DFT, ωB97M-V/def2-TZVPD

The geometry in ORCA input format:
```
! wB97M-V def2-TZVPD RIJCOSX def2/J DEFGRID3
* xyz -1 1
B 0.1505 0.3317 0.3063
F 0.3203 -0.0151 -1.0786
F 1.2613 0.8901 0.7950
F -0.9198 1.1813 0.2465
F -0.1200 -0.7858 0.9238
O 1.6072 -0.1065 -2.9145
H 0.8305 0.4448 -2.8200
H 1.2972 -0.9923 -2.7261
O 2.3556 0.0568 -0.8465
H 2.3247 -0.3803 -1.6975
H 1.4568 0.3485 -0.6938
O -1.4567 -1.6234 2.9984
H -1.3890 -0.7540 3.3931
H -1.0374 -1.5318 2.1428
O 0.4263 -1.9453 -0.8831
H -0.3220 -2.4281 -0.5322
H 0.1052 -1.0499 -0.9904
O -0.1507 0.9725 -2.4786
H -0.9355 1.5168 -2.5417
H -0.1546 0.6493 -1.5776
O -2.7918 1.2354 0.8774
H -2.0046 1.6744 0.5550
H -2.6547 0.3118 0.6670
O -0.5227 1.6936 2.4137
H 0.0402 1.1835 1.8313
H -0.4666 1.2436 3.2566
O -2.1015 -0.7252 0.1567
H -1.9546 -1.6384 -0.0899
H -1.2253 -0.3774 0.3226
O 1.9895 -2.0724 1.1672
H 1.3646 -1.8571 0.4749
H 2.4163 -2.8739 0.8646
O 1.0168 2.5917 -0.7713
H 1.0097 2.7709 0.1690
H 0.2350 2.0599 -0.9202
*
```

Values from the calculation:
E_LUMO	2.80	eV
DFT total energy	-1188.2768	a.u.
energy above the lowest of the compared OMol25 structures with the same formula, charge and spin	510.69	kcal/mol
max |F|	14.16	eV/A

=====

Molecular formula: C23H34CoFN3O7P2Se
Method: DFT, ωB97M-V/def2-TZVPD

The geometry in ORCA input format:
```
! wB97M-V def2-TZVPD RIJCOSX def2/J DEFGRID3
* xyz 1 5
Co 0.1365 -0.0357 0.2928
F -1.6297 -4.6172 4.8679
C -0.9330 -4.8024 3.7263
C -0.7889 -3.7482 2.8696
C -0.0344 -3.8789 1.7012
C -0.0181 -2.7865 0.7491
O -0.6433 -1.7252 1.0122
C 0.6864 -3.0285 -0.4640
C 1.3910 -4.1822 -0.5914
N 1.4494 -5.1793 0.3291
C 2.4947 -6.1643 0.1131
C 2.3199 -7.6540 0.1629
C 3.1670 -6.9507 1.1933
C 0.6396 -5.0935 1.4503
C 0.4064 -6.1693 2.3077
C -0.3823 -6.0531 3.4457
N -0.6136 -7.2149 4.2245
C -1.7457 -7.2719 5.1411
C -1.9630 -8.7575 5.5160
N -1.2681 -9.5902 4.4870
C 0.2169 -9.4539 4.6205
C 0.5221 -7.9462 4.7682
C 0.7399 -2.0676 -1.6444
O 1.2437 -2.4747 -2.6769
O 0.2497 -0.8962 -1.4542
H -1.2451 -2.7914 3.0835
H 1.9642 -4.3236 -1.4991
H 3.1548 -5.8151 -0.6654
H 2.8189 -8.2269 -0.6060
H 1.3642 -8.0701 0.4489
H 4.2416 -7.0450 1.1288
H 2.8077 -6.8636 2.2080
H 0.8172 -7.1433 2.0934
H -2.6255 -6.8732 4.6403
H -1.5878 -6.6998 6.0591
H -3.0190 -9.0137 5.5442
H -1.5267 -9.0022 6.4824
H -1.5183 -9.1951 3.5766
H -1.5574 -10.5660 4.5223
H 0.6766 -9.8812 3.7313
H 0.5406 -10.0203 5.4912
H 1.4334 -7.6912 4.2358
H 0.6772 -7.6966 5.8247
C 0.8924 3.8217 -0.8258
P 0.5482 2.0905 -1.2970
C 0.8989 1.9386 -3.0686
C -1.4316 2.2950 -1.4517
C -2.0583 2.5047 -0.0799
P -1.8395 0.9733 0.9156
C -3.3692 0.0284 0.5919
C -2.0183 1.5030 2.6495
H 0.1344 4.5023 -1.2121
H 1.8714 4.0913 -1.2198
H 0.9363 3.8955 0.2600
H 0.1899 2.5226 -3.6536
H 0.8256 0.8872 -3.3463
H 1.9159 2.2786 -3.2558
H -1.7926 1.3853 -1.9370
H -1.5729 3.1515 -2.1147
H -3.1236 2.7396 -0.1547
H -1.5639 3.3238 0.4483
H -4.2468 0.5661 0.9518
H -3.2890 -0.9375 1.0894
H -3.4587 -0.1504 -0.4799
H -2.9006 2.1291 2.7834
H -1.1184 2.0481 2.9322
H -2.0954 0.6157 3.2787
O 3.8324 1.5469 1.2834
Se 2.4370 1.0070 0.8071
O 2.1689 1.5012 -0.8564
O 1.1127 1.6126 1.5337
O 2.2302 -0.5924 0.7948
*
```

Values from the calculation:
E_LUMO (alpha / beta)	-3.40 / -3.40	eV
DFT total energy	-6154.2031	a.u.
energy above the lowest of the compared OMol25 structures with the same formula, charge and spin	33.58	kcal/mol
max |F|	1.55	eV/A

=====

Molecular formula: C4H22N3O5S
Method: DFT, ωB97M-V/def2-TZVPD

The geometry in ORCA input format:
```
! wB97M-V def2-TZVPD RIJCOSX def2/J DEFGRID3
* xyz -1 1
C -0.6633 -0.2589 0.0429
N -1.1626 -1.6630 0.1008
C 0.5361 -0.0751 -0.8704
C 0.6780 1.2745 -1.5759
S 0.4432 2.6946 -0.4537
N 1.7730 -0.2645 0.0292
C 2.9521 -0.8791 -0.6541
N 2.6039 -2.2158 -1.2218
H -1.3601 0.3783 -0.5189
H -0.3820 0.0931 1.0281
H -1.4005 -1.8303 1.0713
H -0.3942 -2.3125 -0.0588
H 0.5094 -0.8403 -1.6428
H 1.5915 1.2781 -2.1596
H -0.1692 1.3216 -2.3006
H 2.0239 0.6469 0.4042
H 3.6976 -1.0491 0.1208
H 3.3873 -0.2671 -1.4528
H 1.6275 -2.1578 -1.4154
H 2.8914 -3.0249 -0.6961
H -1.5496 2.9005 1.9947
H -0.3151 2.1067 1.9270
O -0.8313 2.6224 2.5690
H -2.1221 0.7353 3.0320
H -1.7498 -0.7957 2.7072
O -2.4085 -0.1059 2.6552
H -2.2370 -1.6816 -3.0651
H -1.9625 -2.0974 -1.5925
O -1.8578 -2.3862 -2.5182
H -3.5267 0.1250 0.5352
H -3.3680 -0.0513 -0.9787
O -4.0141 -0.0262 -0.2841
H 2.2735 2.5991 2.5604
H 1.8782 2.7408 1.0211
O 2.6078 2.4658 1.6601
*
```

Values from the calculation:
E_LUMO	3.01	eV
DFT total energy	-1104.2939	a.u.
energy above the lowest of the compared OMol25 structures with the same formula, charge and spin	37.41	kcal/mol
max |F|	3.12	eV/A